(1)
Below is C38H54N3O3PRb as an isolated structure, with properties calculated with wB97M-V/def2-TZVPD.

Structure (XYZ):
```
100
C38H54N3O3PRb wB97M-V/def2-TZVPD
Rb -1.81 -0.13 0.44
C -1.17 -1.29 -4.11
N -1.70 -0.52 -3.00
C -2.92 -1.12 -2.47
C -2.72 -2.54 -1.94
C -3.75 -2.99 -0.91
N -3.48 -2.47 0.42
C -4.47 -2.06 1.11
C -4.50 -1.45 2.43
C -5.80 -1.21 2.91
C -6.06 -0.64 4.13
C -4.97 -0.29 4.94
C -3.68 -0.50 4.52
C -3.36 -1.07 3.24
O -2.14 -1.19 2.89
C -1.97 0.86 -3.40
C -0.74 1.75 -3.58
C 0.08 2.01 -2.30
N -0.81 2.13 -1.18
C -1.03 3.24 -0.62
C -2.07 3.50 0.37
C -1.88 4.61 1.20
C -2.80 4.99 2.15
C -3.97 4.23 2.27
C -4.22 3.16 1.45
C -3.30 2.73 0.43
O -3.58 1.76 -0.33
H -0.31 -0.78 -4.54
H -1.92 -1.42 -4.92
H -0.84 -2.27 -3.78
H -3.72 -1.14 -3.24
H -3.30 -0.44 -1.70
H -1.72 -2.63 -1.51
H -2.75 -3.24 -2.78
H -3.71 -4.09 -0.85
H -4.77 -2.74 -1.25
H -5.48 -2.14 0.67
H -6.64 -1.47 2.27
H -7.08 -0.47 4.46
H -5.14 0.16 5.91
H -2.84 -0.21 5.13
H -2.59 1.31 -2.62
H -2.55 0.88 -4.34
H -1.12 2.71 -3.94
H -0.08 1.36 -4.36
H 0.70 2.91 -2.46
H 0.75 1.16 -2.12
H -0.42 4.13 -0.89
H -0.97 5.19 1.08
H -2.61 5.85 2.79
H -4.71 4.50 3.03
H -5.13 2.58 1.54
C -1.29 -4.89 0.45
C -0.49 -3.70 0.92
C -0.40 -3.53 2.41
O 0.03 -2.93 0.14
H -2.28 -4.85 0.90
H -0.79 -5.80 0.79
H -1.36 -4.90 -0.64
H -0.64 -4.45 2.94
H -1.15 -2.77 2.68
H 0.59 -3.17 2.69
C 3.20 -2.26 -1.09
C 3.79 -0.89 -1.45
C 3.21 -0.45 -2.80
C 5.31 -1.00 -1.59
P 3.12 0.40 -0.24
C 4.25 1.83 -0.53
C 3.63 3.01 -0.94
C 4.35 4.17 -1.18
C 5.73 4.17 -1.00
C 6.37 3.01 -0.59
C 5.64 1.85 -0.36
C 3.47 -0.12 1.54
C 4.80 -0.78 1.89
C 3.30 1.16 2.37
C 2.33 -1.07 1.91
H 3.37 -2.95 -1.92
H 2.12 -2.20 -0.91
H 3.67 -2.68 -0.21
H 3.54 -1.14 -3.59
H 3.55 0.55 -3.08
H 2.12 -0.46 -2.78
H 5.54 -1.80 -2.30
H 5.80 -1.25 -0.64
H 5.75 -0.08 -1.97
H 2.55 3.01 -1.06
H 3.84 5.07 -1.50
H 6.30 5.08 -1.18
H 7.44 3.01 -0.44
H 6.16 0.96 -0.04
H 5.66 -0.12 1.72
H 4.95 -1.71 1.34
H 4.80 -1.03 2.96
H 4.11 1.87 2.20
H 3.28 0.91 3.43
H 2.36 1.66 2.12
H 2.45 -2.05 1.44
H 1.37 -0.69 1.58
H 2.30 -1.21 3.00
```

* LUMO level: 2.110 eV
* frontier orbital gap: 6.09 eV
* net charge: -1
* energy relative to the best compared isomer or geometry (same formula, charge and spin): 3.3 kcal/mol
* highest occupied orbital energy: -3.98 eV

(2)
Below is C38H55BBaBr2I2N8S4Te as an isolated structure at a distorted geometry, with properties calculated with wB97M-V/def2-TZVPD.

Structure (XYZ):
```
112
C38H55BBaBr2I2N8S4Te wB97M-V/def2-TZVPD
Ba -1.29 1.26 -2.20
C 2.34 -3.48 -2.48
C 2.36 -2.23 -1.59
C 3.52 -1.71 -1.08
C 3.42 -0.44 -0.52
N 2.30 0.10 -0.07
N 1.16 -0.55 -0.40
B 0.07 -0.32 0.62
N -0.91 -1.45 0.92
N -0.23 -2.58 1.30
C -0.89 -3.66 1.58
C -2.33 -3.70 1.39
C -3.04 -2.60 1.07
C -4.54 -2.65 1.33
C -2.29 -1.40 0.81
S -3.01 0.13 0.48
C -0.14 -4.94 1.91
C -0.83 -6.09 1.18
C 1.33 -4.90 1.56
C -0.36 -5.11 3.40
N 0.44 0.56 1.74
N 0.94 -0.08 2.81
C 1.61 0.60 3.68
C 1.62 2.01 3.66
C 0.90 2.71 2.71
C 0.73 4.24 2.81
C 0.35 1.92 1.67
S -0.29 2.74 0.28
C 2.16 -0.15 4.87
C 3.69 0.04 5.04
C 1.46 0.48 6.10
C 1.93 -1.70 4.71
C 1.15 -1.52 -1.38
S -0.27 -1.77 -2.23
C 4.67 0.35 -0.31
C 5.68 -0.55 0.36
C 4.44 1.58 0.54
C 5.02 0.80 -1.72
H 3.30 -3.96 -2.49
H 2.11 -3.05 -3.47
H 1.49 -4.18 -2.13
H 4.47 -2.25 -1.20
H -2.90 -4.61 1.54
H -5.03 -1.71 1.17
H -4.75 -3.06 2.35
H -4.97 -3.40 0.69
H -0.95 -5.94 0.09
H -1.83 -6.27 1.68
H -0.23 -7.02 1.25
H 1.59 -4.91 0.47
H 1.83 -5.79 1.86
H 1.81 -4.06 2.07
H -1.38 -5.47 3.59
H -0.23 -4.14 3.90
H 0.25 -5.93 3.77
H 2.25 2.53 4.42
H 0.56 4.49 3.90
H -0.17 4.59 2.31
H 1.63 4.79 2.45
H 3.88 1.07 5.34
H 4.23 -0.09 4.13
H 4.11 -0.61 5.82
H 1.77 1.53 6.22
H 1.75 -0.05 6.98
H 0.36 0.48 5.92
H 2.50 -2.06 3.86
H 0.87 -1.80 4.46
H 2.22 -2.12 5.65
H 5.24 -1.13 1.23
H 6.54 0.02 0.72
H 6.14 -1.24 -0.40
H 3.97 1.31 1.53
H 3.78 2.28 0.09
H 5.41 2.06 0.69
H 5.21 -0.06 -2.41
H 5.94 1.37 -1.74
H 4.20 1.41 -2.18
I -3.62 3.82 1.46
C -5.81 3.85 1.39
I -7.12 2.82 -0.04
H -5.99 4.90 1.16
H -6.07 3.43 2.38
Br -1.84 0.65 -5.41
C 0.14 0.87 -5.73
Br 1.29 1.55 -4.17
H 0.30 1.58 -6.51
H 0.51 -0.14 -6.00
C -4.89 -2.40 -2.96
Te -5.83 -0.99 -4.28
C -7.12 -2.37 -5.35
H -5.13 -3.44 -3.27
H -5.13 -2.26 -1.88
H -3.79 -2.29 -3.08
H -7.73 -2.89 -4.64
H -6.58 -3.05 -6.04
H -7.82 -1.75 -5.90
N -3.65 3.40 -2.51
C -2.77 4.31 -3.11
N -1.50 4.36 -2.67
C -0.86 5.41 -3.28
C 0.51 5.77 -2.94
C 1.15 6.60 -3.86
C 0.52 7.07 -5.04
C -0.83 6.79 -5.31
C -1.51 5.97 -4.42
S -3.10 5.25 -4.58
H -3.77 3.62 -1.50
H -4.57 3.37 -2.97
H 0.93 5.27 -2.08
H 2.17 6.94 -3.71
H 1.04 7.76 -5.69
H -1.35 7.21 -6.17
```

* LUMO level: -6.191 eV
* frontier orbital gap: 5.38 eV
* net charge: +2
* energy relative to the best compared isomer or geometry (same formula, charge and spin): 26.8 kcal/mol
* highest occupied orbital energy: -11.57 eV

(3)
Below is C38H55BClN7O10S2W as an isolated structure at a distorted geometry, with properties calculated with wB97M-V/def2-TZVPD.

Structure (XYZ):
```
115
C38H55BClN7O10S2W wB97M-V/def2-TZVPD
W -0.37 1.33 -0.07
C 2.98 1.54 3.42
C 2.75 1.70 1.92
C 3.98 2.30 1.23
C 2.43 0.38 1.29
C 3.30 -0.69 1.21
C 2.62 -1.70 0.54
C 3.14 -3.09 0.27
C 3.73 -3.68 1.56
C 4.20 -3.10 -0.83
N 1.40 -1.24 0.24
N 1.27 0.03 0.71
B 0.16 -2.00 -0.30
N -0.84 -1.88 0.89
N -1.26 -0.64 1.30
C -2.15 -0.84 2.28
C -2.23 -2.20 2.55
C -1.39 -2.83 1.68
C -1.10 -4.31 1.78
C -1.38 -5.17 0.55
C 0.31 -4.57 2.30
C -3.03 0.14 3.01
C -2.29 0.82 4.16
C -3.75 1.06 2.04
N -0.35 -1.42 -1.62
N -0.74 -0.07 -1.67
C -1.46 0.22 -3.06
C -1.45 -1.14 -3.61
C -0.79 -2.00 -2.82
C -0.47 -3.39 -3.32
C -1.59 -4.37 -2.97
C 0.92 -3.92 -2.99
C -0.99 1.29 -4.06
C 0.27 0.89 -4.83
C -0.82 2.68 -3.46
H 3.17 2.52 3.87
H 3.84 0.90 3.62
H 2.10 1.12 3.91
H 1.91 2.37 1.79
H 4.86 1.71 1.46
H 4.14 3.32 1.59
H 3.86 2.35 0.15
H 4.31 -0.74 1.61
H 2.31 -3.71 -0.05
H 4.66 -3.16 1.83
H 3.96 -4.74 1.42
H 3.04 -3.59 2.40
H 5.04 -2.44 -0.57
H 3.80 -2.79 -1.79
H 4.60 -4.11 -0.95
H 0.40 -3.15 -0.45
H -2.85 -2.66 3.31
H -1.80 -4.64 2.55
H -0.59 -5.05 -0.19
H -2.34 -4.91 0.10
H -1.41 -6.22 0.84
H 1.04 -4.28 1.55
H 0.45 -5.63 2.52
H 0.50 -3.99 3.21
H -3.79 -0.49 3.47
H -1.47 1.44 3.82
H -1.88 0.07 4.83
H -2.98 1.44 4.73
H -3.06 1.66 1.46
H -4.42 1.74 2.58
H -4.35 0.48 1.33
H -1.80 -1.36 -4.61
H -0.50 -3.27 -4.41
H -1.78 -4.38 -1.90
H -1.32 -5.38 -3.28
H -2.52 -4.10 -3.47
H 1.00 -4.29 -1.97
H 1.68 -3.15 -3.14
H 1.15 -4.75 -3.66
H -1.85 1.33 -4.75
H 1.15 0.99 -4.19
H 0.40 1.57 -5.68
H 0.23 -0.13 -5.21
H -0.03 2.68 -2.71
H -1.74 3.07 -3.03
H -0.50 3.37 -4.24
O 1.94 4.43 0.50
S -0.41 3.59 2.33
O -0.03 3.38 3.72
O -0.58 2.03 1.67
C -2.19 3.95 2.40
C -2.75 4.08 3.65
C -4.10 4.39 3.78
C -4.88 4.57 2.65
C -4.33 4.46 1.38
C -2.98 4.17 1.26
S -2.26 4.14 -0.35
O -1.10 4.98 -0.29
O -3.26 4.43 -1.33
O -1.87 2.65 -0.47
H -2.11 3.94 4.52
H -4.54 4.48 4.76
H -5.93 4.80 2.76
H -4.91 4.61 0.49
C 1.49 4.59 -1.85
C 1.42 4.01 -0.48
O 0.68 2.83 -0.42
H 2.17 5.44 -1.83
H 0.49 4.92 -2.15
H 1.84 3.82 -2.54
Cl 3.94 -0.22 -4.25
C 3.28 -0.22 -2.59
C 2.54 1.08 -2.25
O 3.03 2.16 -2.53
O 1.43 0.82 -1.65
H 4.11 -0.34 -1.91
H 2.59 -1.05 -2.51
O -3.74 1.01 -2.33
C -2.63 0.63 -2.16
N -1.94 0.29 -0.96
```

* LUMO level: -2.673 eV
* frontier orbital gap: 5.61 eV
* energy relative to the best compared isomer or geometry (same formula, charge and spin): 74.8 kcal/mol
* highest occupied orbital energy: -8.29 eV